No. 1
# C3H6O3

C3H6O3 in the gas phase (the ωB97M-V functional and the def2-TZVPD basis, the Open Molecules 2025 dataset).

Geometry as XYZ:
```
12
C3H6O3 the ωB97M-V functional and the def2-TZVPD basis
O -0.50 -2.15 0.93
C -0.91 -1.03 0.70
C -0.42 -0.21 -0.47
O 0.54 -0.90 -1.23
C 0.15 1.14 0.00
O 1.39 0.96 0.65
H -1.68 -0.55 1.33
H -1.30 -0.01 -1.11
H 0.95 -1.53 -0.62
H 0.25 1.80 -0.87
H -0.52 1.62 0.72
H 2.06 0.88 -0.03
```

The calculation puts the energy above the lowest of the compared OMol25 structures with the same formula, charge and spin at 133.7 kJ/mol. As for the HOMO-LUMO gap: 10.95 eV. The max |F| comes out at 0.562 eV/Å. Its SMILES is O=C[C@H](O)CO. As for the spin multiplicity: 1. The total energy is -343.60365 hartree.

Löwdin atomic charge list, values in e, 8 entries: 0.077, -0.193, -0.354, -0.008, -0.218, -0.044, 0.136, 0.159

No. 2
# C3H6O3

A molecular structure, C3H6O3 (the ωB97M-V functional and the def2-TZVPD basis, the Open Molecules 2025 dataset).

Geometry as XYZ:
```
12
C3H6O3 the ωB97M-V functional and the def2-TZVPD basis
C 1.69 -0.52 0.27
O 0.94 -0.28 1.30
C 0.08 0.63 -0.02
O 0.26 1.80 -0.07
C -1.21 -0.17 0.11
O -2.04 0.12 -0.98
H 0.83 -0.12 -0.80
H 2.48 0.20 -0.01
H 1.89 -1.56 -0.04
H -1.01 -1.24 0.11
H -1.66 0.10 1.08
H -2.26 1.06 -0.95
```

The calculation puts the energy above the lowest of the compared OMol25 structures with the same formula, charge and spin at 410.6 kJ/mol. As for the HOMO-LUMO gap: 10.62 eV. The max |F| comes out at 0.642 eV/Å. As for the spin multiplicity: 1. The total energy is -343.49817 hartree.

Löwdin atomic charge list, values in e, 8 entries: -0.172, -0.104, -0.413, 0.116, -0.188, -0.027, 0.167, 0.121

No. 3
# C3H6O3

C3H6O3 in the gas phase (the ωB97M-V functional and the def2-TZVPD basis, the Open Molecules 2025 dataset).

Geometry as XYZ:
```
12
C3H6O3 the ωB97M-V functional and the def2-TZVPD basis
C 1.81 -0.35 -0.24
O 0.64 -0.53 0.55
C -0.45 0.17 0.15
O -0.18 1.51 -0.03
C -1.75 -0.33 0.56
O -1.29 -0.39 -0.82
H 1.62 -0.56 -1.29
H 2.20 0.67 -0.13
H 2.54 -1.06 0.15
H -0.78 1.82 -0.73
H -1.82 -1.30 1.05
H -2.57 0.37 0.74
```

The calculation puts the energy above the lowest of the compared OMol25 structures with the same formula, charge and spin at 210.1 kJ/mol. As for the HOMO-LUMO gap: 11.22 eV. The max |F| comes out at 0.273 eV/Å. Its SMILES is CO[C@]1(O)CO1. As for the spin multiplicity: 1. The total energy is -343.57455 hartree.

Löwdin atomic charge list, values in e, 8 entries: -0.056, -0.041, -0.663, 0.090, -0.009, 0.032, 0.099, 0.089

No. 4
# C3H6O3

2 unconnected molecules or ions with the total composition C3H6O3 (the ωB97M-V functional and the def2-TZVPD basis, the Open Molecules 2025 dataset).

Geometry as XYZ:
```
12
C3H6O3 the ωB97M-V functional and the def2-TZVPD basis
C 2.10 -0.42 0.09
O 0.80 -0.35 0.68
C -0.06 0.48 0.08
O 0.17 1.12 -0.91
C -1.38 0.50 0.85
O -2.14 1.42 0.75
H 2.03 -0.89 -0.90
H 2.51 0.58 -0.02
H 2.71 -1.02 0.76
H -1.57 -0.39 1.48
H -2.49 -0.88 -1.59
H -2.86 -0.27 -1.38
```

The calculation puts the energy above the lowest of the compared OMol25 structures with the same formula, charge and spin at 214.3 kJ/mol. As for the HOMO-LUMO gap: 10.16 eV. The max |F| comes out at 0.633 eV/Å. Its SMILES is COC(=O)C=O.[H][H]. As for the spin multiplicity: 1. The total energy is -343.57292 hartree.

Löwdin atomic charge list, values in e, 8 entries: -0.036, -0.042, -0.480, 0.134, -0.180, 0.088, 0.101, 0.099

What did the second record say?
# C3H6O3

A molecular structure, C3H6O3 (the ωB97M-V functional and the def2-TZVPD basis, the Open Molecules 2025 dataset).

Geometry as XYZ:
```
12
C3H6O3 the ωB97M-V functional and the def2-TZVPD basis
C 1.69 -0.52 0.27
O 0.94 -0.28 1.30
C 0.08 0.63 -0.02
O 0.26 1.80 -0.07
C -1.21 -0.17 0.11
O -2.04 0.12 -0.98
H 0.83 -0.12 -0.80
H 2.48 0.20 -0.01
H 1.89 -1.56 -0.04
H -1.01 -1.24 0.11
H -1.66 0.10 1.08
H -2.26 1.06 -0.95
```

The calculation puts the energy above the lowest of the compared OMol25 structures with the same formula, charge and spin at 410.6 kJ/mol. As for the HOMO-LUMO gap: 10.62 eV. The max |F| comes out at 0.642 eV/Å. As for the spin multiplicity: 1. The total energy is -343.49817 hartree.

Löwdin atomic charge list, values in e, 8 entries: -0.172, -0.104, -0.413, 0.116, -0.188, -0.027, 0.167, 0.121